The following is a quantum chemistry calculation of a structure of composition C39H43As2ClRuSi2, from the Open Molecules 2025 dataset.

Geometry as XYZ:
```
88
Properties=species:S:1:pos:R:3
C 0.0946 0.5398 -1.8841
C -0.6970 -0.5412 -2.4818
C -2.0247 -0.0253 -2.6856
H -0.3406 -1.5143 -2.7870
C -2.0699 1.3136 -2.2238
C -0.8131 1.6457 -1.6503
H -0.5556 2.5944 -1.1986
H 1.1714 0.5598 -1.7728
H -2.8273 -0.5946 -3.1388
H -2.9189 1.9910 -2.2660
Ru -1.0061 -0.3062 -0.3278
Si -5.4663 -1.6186 -0.8709
C -5.9294 -3.3931 -0.3502
C -6.6601 -3.7054 0.8040
H -7.0021 -2.8908 1.4709
C -6.9575 -5.0426 1.1265
H -7.4993 -5.2643 2.0495
C -6.5438 -6.0655 0.2792
H -6.7346 -7.1047 0.5385
C -5.8921 -5.7500 -0.9219
H -5.5922 -6.5473 -1.6153
C -5.5749 -4.4251 -1.2270
H -5.0312 -4.1655 -2.1521
C -7.2012 -0.9689 -0.6119
C -8.1435 -1.1621 -1.6342
H -7.8149 -1.5283 -2.6112
C -9.4992 -0.9271 -1.3670
H -10.2443 -1.1517 -2.1327
C -9.9132 -0.4259 -0.1220
H -10.9812 -0.2572 0.0731
C -8.9651 -0.1709 0.8674
H -9.2561 0.2284 1.8366
C -7.6151 -0.4711 0.6235
H -6.8863 -0.2887 1.4242
H -5.0148 -1.7153 -2.2760
Si -4.1051 -2.4763 3.0259
C -4.4196 -0.9969 1.8312
C -4.1816 -0.9380 0.3464
H -3.3466 -1.5496 -0.0575
C -4.4650 0.3342 -0.3277
H -4.2432 0.4608 -1.4026
C -4.9385 1.4554 0.3716
H -5.1049 2.3982 -0.1624
C -5.1358 1.3640 1.7461
H -5.5640 2.2032 2.2932
C -4.7999 0.1846 2.4478
H -4.8393 0.2264 3.5445
C -3.2608 -3.7109 1.9136
C -2.3501 -3.3224 0.9121
H -1.8488 -2.3329 1.0061
C -2.0425 -4.1704 -0.1693
H -1.5547 -3.7985 -1.0917
C -2.3384 -5.5376 -0.0372
H -1.9821 -6.2486 -0.7942
C -3.0157 -6.0003 1.0983
H -3.1699 -7.0823 1.2437
C -3.5123 -5.0798 2.0426
H -4.1046 -5.4444 2.8862
H -4.9590 -3.0166 4.0284
Cl -2.6700 -1.7104 4.2928
C -0.2853 0.8928 3.1211
As 0.1996 1.0418 1.2342
C 0.5049 2.9517 0.9968
C 2.1164 0.4806 1.2152
C 3.1488 1.2254 1.7976
C 4.4201 0.6434 1.9231
C 4.6489 -0.6580 1.4863
C 3.6250 -1.3950 0.8704
C 2.3799 -0.7895 0.6983
As 0.8011 -1.8455 0.0904
C 1.6662 -2.8595 -1.3328
C 0.7246 -2.9844 1.6984
H -1.3770 1.0228 3.1527
H 0.2420 1.6911 3.6546
H 0.0039 -0.1017 3.4795
H 0.5521 3.3869 1.9987
H 1.4512 3.0811 0.4580
H -0.3411 3.3614 0.4398
H 2.9624 2.2241 2.1878
H 5.2255 1.2048 2.3965
H 5.6361 -1.1149 1.6044
H 3.8020 -2.4133 0.5270
H 2.4974 -3.4161 -0.8838
H 0.8986 -3.5234 -1.7451
H 2.0183 -2.1329 -2.0754
H 1.6696 -3.5401 1.7606
H 0.5784 -2.3393 2.5791
H -0.1217 -3.6665 1.5739
```

## Properties
energy relative to the best compared isomer or geometry (same formula, charge and spin) = 47.7 kcal per mole
lowest unoccupied orbital energy (spin up / spin down) = -0.178 / -0.352 Ha
⟨S²⟩ = 6.07
E = -193659.075 eV
spin multiplicity = 5
net charge = +2
maximum force = 3.0 eV/A
orbital gap (spin up / spin down) = 6.636 / 3.853 eV